(1)
{
  "formula": "C5H16AgF2N2O9S2",
  "method": "ωB97M-V/def2-TZVPD",
  "symbols": ["N", "H", "H", "H", "H", "Ag", "N", "S", "O", "O", "F", "S", "O", "O", "F", "C", "O", "O", "O", "C", "C", "O", "H", "H", "H", "H", "H", "H", "C", "C", "O", "H", "H", "H", "H", "H", "H"],
  "xyz": [[-2.326179, -1.482932, -2.196339], [-2.141783, -1.620047, -3.179848], [-2.695015, -0.588805, -1.905497], [-1.427951, -1.620281, -1.755382], [-2.952069, -2.175779, -1.811203], [-0.754636, -0.028580, 0.198738], [-0.172955, -1.885944, -0.948212], [1.212683, -2.025196, -1.580303], [1.371112, -3.014976, -2.628931], [2.380920, -1.595158, -0.832731], [1.058440, -0.733038, -2.594578], [0.017026, -3.395026, -0.110098], [1.124057, -3.488068, 0.841724], [-0.500879, -4.538819, -0.797746], [-1.180519, -3.027024, 0.904820], [-3.586124, 0.257674, 0.258969], [-4.837474, 0.294770, 0.450086], [-2.919331, -0.269628, 1.185294], [-3.034320, 0.708162, -0.746162], [-0.019019, 1.273767, 3.287767], [1.305046, 0.655764, 3.037750], [1.180427, -0.112396, 1.861939], [-0.103966, 1.778972, 4.249868], [-0.917363, 0.667797, 3.169958], [-0.227682, 2.084038, 2.589185], [1.609905, 0.162838, 3.960888], [2.074134, 1.407719, 2.861225], [1.927946, -0.707199, 1.766942], [2.199854, 2.519361, -1.772178], [1.575499, 2.637740, -0.367971], [0.268867, 2.072737, -0.369949], [1.570399, 2.955260, -2.547986], [2.333577, 1.483050, -2.082466], [3.203187, 2.945234, -1.778734], [1.516613, 3.681093, -0.058066], [2.174986, 2.194740, 0.427305], [-0.307414, 2.528181, -0.988078]],
  "forces_ev_per_a": [[-0.8479, -1.2695, -1.2723], [-0.5472, 0.1177, -0.3404], [-0.7593, 2.3386, 0.7867], [0.5520, -0.1066, 0.5397], [-0.2997, -0.3535, -0.0720], [-1.2856, 0.5660, 0.9690], [1.1902, -3.6823, 2.7594], [6.1075, 4.1072, -6.0507], [-0.3031, -0.3598, 1.8886], [-1.5939, -1.0398, -0.1687], [-0.4965, -0.0075, 0.6647], [-3.1873, -0.6478, 5.2241], [-1.2274, 0.1772, -2.5933], [0.8414, 0.8926, -0.2632], [0.5751, -0.2966, -0.8761], [-4.6246, -0.8601, 3.3813], [-0.7816, 0.3848, -1.0258], [3.7524, -1.3595, 1.6888], [2.9888, 1.4015, -5.0621], [-1.4424, 1.7619, -0.0516], [0.0256, 0.4436, 0.2046], [0.2468, -0.6730, 0.0782], [0.2838, -0.2293, 0.2924], [0.3548, -0.7267, 0.0959], [0.2254, 0.0819, -0.3689], [0.1497, -0.9486, -0.2771], [0.0675, 0.3889, 0.0781], [0.0822, -0.1737, -0.2200], [0.3173, -0.4955, 0.5775], [-0.1149, 0.3783, -0.9731], [0.2947, -0.1813, 0.5536], [0.0224, 0.3987, 0.1589], [-0.1554, -0.1889, 0.3250], [-0.0563, 0.3455, -0.1242], [-0.1243, 0.3330, -0.2034], [-0.1781, -0.6391, -0.2689], [-0.0518, 0.1218, -0.0546]],
  "mulliken_charge": [-0.23, 0.39, 0.34, 0.28, 0.39, 0.59, -0.16, 0.91, -0.67, -0.55, -0.37, 0.97, -0.54, -0.57, -0.27, 0.83, -0.85, -0.68, -0.88, -1.15, -0.28, -0.21, 0.39, 0.29, 0.20, 0.36, 0.30, 0.15, -1.10, -0.11, -0.31, 0.34, 0.21, 0.37, 0.30, 0.15, 0.16],
  "lumo_ev": 2.1,
  "charge": -1,
  "orbital_gap_ev": 4.87,
  "e_above_lowest_kj_mol": 277.48
}


(2)
{
  "formula": "C4H10",
  "method": "ωB97M-V/def2-TZVPD",
  "symbols": ["C", "C", "C", "C", "H", "H", "H", "H", "H", "H", "H", "H", "H", "H"],
  "xyz": [[-1.015369, -1.073317, -0.352015], [0.060344, 0.071442, 0.510510], [-0.332965, 1.434043, 0.006522], [1.513447, -0.314245, 0.213542], [-1.144766, -0.858705, -1.437134], [-0.780500, -2.169413, -0.318690], [-1.996162, -0.971220, 0.114509], [-0.172916, -0.134528, 1.551557], [0.127752, 2.249466, 0.575251], [-1.418289, 1.508617, 0.063585], [-0.023910, 1.547056, -1.042159], [2.118867, -0.815284, 0.980475], [2.109059, 0.301169, -0.474406], [0.837752, -1.008849, -0.321751]],
  "forces_ev_per_a": [[0.2220, 1.0079, 0.8581], [-2.0111, -0.7803, -0.4950], [-0.2464, 0.0709, 0.0567], [-0.8352, -1.2114, -0.9421], [0.3947, 0.3691, 0.7021], [0.3900, 1.0024, 0.4480], [-0.0952, 0.0730, -0.0384], [-0.2395, 0.3370, 0.0981], [-0.0497, -0.1767, 0.0135], [-0.0394, 0.3802, -0.0940], [-0.1237, -0.0476, 0.2175], [-0.4868, 0.3587, -0.1489], [-0.4836, 0.0123, 0.4112], [3.6039, -1.3956, -1.0868]],
  "mulliken_charge": [-1.38, 0.43, -1.31, -1.01, 0.32, 0.37, 0.40, 0.32, 0.35, 0.35, 0.32, 0.28, 0.28, 0.26],
  "lumo_ev": 1.2,
  "smiles": "CC(C)C",
  "orbital_gap_ev": 10.54,
  "e_above_lowest_kj_mol": 243.11
}


(3)
{
  "formula": "C5H15N2O",
  "method": "ωB97M-V/def2-TZVPD",
  "symbols": ["C", "C", "N", "C", "N", "C", "C", "O", "H", "H", "H", "H", "H", "H", "H", "H", "H", "H", "H", "H", "H", "H", "H"],
  "xyz": [[0.344285, -0.912367, -2.069623], [1.181237, -0.112020, -1.074528], [2.671358, -0.434191, -1.299929], [0.728530, -0.429939, 0.524561], [-0.691454, -0.361086, 0.595034], [-1.047511, 1.173712, 0.705633], [-2.470353, 1.116890, 1.473558], [-2.112332, 0.483626, 2.741923], [0.167681, -1.957605, -1.556197], [-0.529141, -0.326421, -2.170148], [0.653944, -1.087036, -3.056423], [0.943238, 1.058926, -1.198627], [2.837595, -1.049457, -2.012377], [3.243551, 0.307035, -1.339859], [2.941891, -1.137302, -0.522211], [1.405324, 0.157752, 1.131087], [1.035718, -1.587334, 0.654755], [-0.977445, -0.930969, 1.438762], [-1.161422, 1.752525, -0.249137], [-0.372725, 1.743355, 1.337704], [-2.917461, 2.099014, 1.684362], [-3.202443, 0.501497, 1.046404], [-2.672069, -0.068601, 3.215280]],
  "forces_ev_per_a": [[-0.1005, -1.8922, 3.1656], [-1.3784, 1.9001, 0.7372], [-3.1671, -3.5824, 4.8280], [1.8803, -3.7123, -3.5079], [0.6685, 2.4068, 0.7754], [-3.2680, -1.9422, 0.9653], [2.0740, 0.2740, 1.7929], [2.6799, 2.2432, -1.4560], [-0.1960, 1.9743, -1.1989], [-1.4718, -0.0861, 0.1039], [1.2557, 0.0513, -1.2864], [1.3055, -2.5721, -0.0132], [0.0865, -1.4016, -3.4135], [2.8382, 3.4571, 0.0196], [-0.1554, 1.9457, -0.6263], [-0.2622, 0.5042, 0.6283], [-0.4737, 2.3411, -0.1316], [-0.0120, 1.6656, -1.0595], [0.1433, -1.1869, 0.4490], [0.2906, -0.2664, 0.2497], [0.4220, -0.1313, -0.2228], [-0.8064, -0.7675, -1.3981], [-2.3527, -1.2225, 0.5991]],
  "mulliken_charge": [-1.30, 0.02, -0.13, -1.08, -0.23, -0.43, -0.56, -0.56, 0.31, 0.30, 0.53, 0.26, 0.34, 0.30, 0.41, 0.34, 0.54, 0.31, 0.31, 0.32, 0.33, 0.37, 0.29],
  "lumo_ev": -3.5,
  "smiles": "C[C@H]([NH3+])CNCCO",
  "charge": 1,
  "orbital_gap_ev": 9.52,
  "e_above_lowest_kj_mol": 369.83
}


(4)
{
  "formula": "C27H34NOOsPSi",
  "method": "ωB97M-V/def2-TZVPD",
  "symbols": ["Os", "O", "C", "C", "C", "C", "C", "C", "C", "P", "C", "C", "C", "C", "C", "C", "C", "C", "C", "C", "C", "C", "H", "H", "H", "H", "H", "H", "H", "H", "H", "H", "H", "H", "H", "H", "C", "Si", "C", "C", "C", "H", "H", "H", "H", "H", "H", "H", "H", "H", "H", "H", "C", "C", "C", "C", "N", "H", "H", "H", "H", "H", "H", "H", "H", "H"],
  "xyz": [[0.331082, -0.901433, -0.334234], [-2.326505, -1.086499, 0.724065], [-1.202750, -1.519292, 0.925004], [-0.923704, -2.446776, 2.058532], [-1.824425, -3.426769, 2.458067], [-1.461262, -4.305419, 3.465617], [-0.225479, -4.178810, 4.090583], [0.652039, -3.169530, 3.719505], [0.319052, -2.310795, 2.677492], [1.273196, -0.823115, 2.201754], [1.657051, -0.102354, 3.842622], [0.767421, 0.853101, 4.332583], [0.961323, 1.422264, 5.582005], [2.056062, 1.048322, 6.348161], [2.952638, 0.108356, 5.862184], [2.756273, -0.464487, 4.615464], [2.906426, -1.445399, 1.669605], [3.895004, -0.505644, 1.378978], [5.134272, -0.908947, 0.911728], [5.400748, -2.257400, 0.722847], [4.423635, -3.198858, 1.008969], [3.182084, -2.795051, 1.480149], [-2.789715, -3.490139, 1.973133], [-2.145939, -5.082878, 3.779063], [0.050275, -4.860987, 4.884322], [1.592511, -3.054134, 4.244223], [-0.082008, 1.150263, 3.728334], [0.263470, 2.161964, 5.951665], [2.215751, 1.496018, 7.320374], [3.810742, -0.179196, 6.456165], [3.469541, -1.187001, 4.238243], [3.692211, 0.550772, 1.516807], [5.891495, -0.169354, 0.685771], [6.366633, -2.572486, 0.350152], [4.625658, -4.252594, 0.863807], [2.421563, -3.535673, 1.686172], [-0.670651, 2.824086, -1.261967], [0.551558, 1.789625, -2.263275], [-0.432031, 0.736745, -3.484678], [1.611255, 2.919939, -3.339211], [1.511340, 0.750276, -1.040837], [-1.332532, 3.397599, -1.913706], [-0.154390, 3.529105, -0.607439], [-1.306252, 2.192724, -0.633856], [-0.986553, 1.383853, -4.168349], [-1.148508, 0.083699, -2.982390], [0.227715, 0.105979, -4.085022], [0.990737, 3.509587, -4.015881], [2.302179, 2.331052, -3.945730], [2.207783, 3.613477, -2.743528], [1.832633, 1.376373, -0.202963], [2.392774, 0.261215, -1.464582], [1.236288, -4.690634, -0.951007], [0.690795, -3.570471, -1.843939], [-0.770994, -3.808244, -2.187461], [1.545182, -3.421544, -3.102067], [0.804431, -2.324426, -1.089906], [1.098804, -5.656145, -1.439953], [0.703355, -4.707210, 0.001051], [2.298897, -4.548480, -0.754733], [-0.835347, -4.609032, -2.925949], [-1.220885, -2.906871, -2.602915], [-1.340374, -4.098373, -1.304531], [1.562202, -4.363378, -3.652197], [2.567895, -3.149348, -2.842475], [1.134211, -2.646826, -3.749719]],
  "forces_ev_per_a": [[2.2364, -0.7760, 1.5757], [0.1537, -0.0207, 0.3427], [-0.8922, 0.3914, -0.8476], [0.2894, -0.0519, 0.0417], [0.0974, 0.0658, -0.0459], [0.0059, -0.0036, 0.0501], [0.0210, -0.0260, 0.0114], [0.0077, -0.0038, -0.0444], [-0.2134, 0.0373, 0.3570], [-0.0677, -0.2307, -1.1303], [-0.2004, 0.2395, -0.0432], [0.0196, -0.0367, 0.0176], [0.0032, -0.0109, -0.0092], [-0.0282, 0.0403, 0.0172], [0.0293, -0.0107, 0.0453], [0.0623, -0.0506, -0.0759], [0.0712, 0.0247, 0.1568], [-0.0496, 0.0144, 0.0569], [0.0192, 0.0513, -0.0310], [0.0197, -0.0645, -0.0178], [0.0090, 0.0194, -0.0157], [-0.0139, 0.0410, 0.0233], [-0.0046, 0.0112, -0.0234], [0.0046, -0.0150, -0.0049], [-0.0098, -0.0058, 0.0100], [0.0088, 0.0170, 0.0218], [-0.0135, 0.0113, -0.0108], [-0.0021, 0.0027, 0.0085], [-0.0032, 0.0007, 0.0066], [0.0042, -0.0010, -0.0042], [0.0051, -0.0114, -0.0061], [-0.0044, -0.0005, -0.0040], [0.0005, 0.0071, 0.0043], [0.0101, -0.0045, 0.0072], [0.0038, -0.0123, -0.0002], [-0.0341, -0.0218, 0.0104], [0.0784, -0.0700, -0.1096], [-0.2905, -0.0222, -0.2045], [0.0394, 0.0335, 0.1461], [0.0913, -0.0278, 0.2591], [-0.6443, 0.1834, 0.2160], [-0.0030, 0.0204, -0.0194], [0.0258, 0.0075, 0.0242], [0.0075, -0.0326, -0.0005], [0.0075, 0.0224, -0.0346], [0.0138, 0.0062, 0.0205], [0.0337, -0.0205, 0.0005], [-0.0529, -0.0019, -0.0145], [0.0042, -0.0237, -0.0246], [0.0146, 0.0231, 0.0156], [0.1817, -0.0090, -0.0635], [0.0038, 0.0516, -0.0327], [-0.0680, -0.0691, -0.0969], [1.0664, -0.2589, 0.5172], [-0.1041, 0.1076, 0.0065], [-0.0693, 0.0124, -0.0474], [-1.9103, 0.4083, -1.0480], [0.0059, -0.0162, -0.0146], [-0.0226, 0.0077, 0.0107], [0.0063, 0.0279, -0.0106], [-0.0062, -0.0317, 0.0213], [0.0387, 0.0112, -0.0303], [0.0085, 0.0385, 0.0466], [-0.0067, -0.0088, -0.0089], [0.0132, -0.0098, 0.0277], [-0.0073, 0.0241, -0.0013]],
  "mulliken_charge": [0.66, -0.65, 0.02, 0.25, -0.71, -0.59, -0.74, 0.13, 0.38, 0.19, 0.32, -0.46, -0.66, -0.44, -0.78, -0.22, 0.36, -0.50, -0.75, -0.55, -0.73, -0.01, 0.49, 0.41, 0.42, 0.45, 0.39, 0.40, 0.38, 0.40, 0.39, 0.38, 0.42, 0.40, 0.46, 0.43, -1.10, 0.27, -0.98, -1.05, -1.01, 0.33, 0.31, 0.35, 0.36, 0.30, 0.25, 0.28, 0.30, 0.30, 0.30, 0.58, -1.37, 1.67, -1.57, -1.62, -0.44, 0.46, 0.29, 0.24, 0.43, 0.29, 0.35, 0.42, 0.39, 0.32],
  "lumo_ev": -0.3,
  "orbital_gap_ev": 6.85,
  "e_above_lowest_kj_mol": 113.17
}